No. 1
C30H51BClN8O4S | wB97M-V/def2-TZVPD

XYZ file:
```
96
Properties=species:S:1:pos:R:3
H 1.1702 -5.5551 -6.7983
H 0.8375 -3.4498 -11.5333
H 2.3585 0.9616 12.6431
H 0.9183 4.3338 13.8378
C -1.3234 -3.4773 -11.4259
H 0.3615 1.2864 0.6815
H -0.2254 3.4784 -3.5241
N -2.0802 -6.3817 -5.5972
H -3.7749 3.8359 -2.7247
H -2.4048 -5.3309 -11.1857
H 3.3543 -0.0376 6.9817
H -2.1351 -2.8684 -11.0098
N -0.2534 3.5620 -2.4829
H 0.6230 1.3168 14.2834
H -2.9298 0.4457 -3.6591
H 1.4382 3.4624 15.2942
O 1.9894 5.0372 -1.9783
C -2.0672 -1.3300 -5.5605
H 4.4438 2.8253 7.0482
H 0.6526 3.7705 2.1589
H 0.4399 1.3395 3.8702
H -0.2771 3.5210 14.8548
C 0.7658 4.2952 -1.6106
H 2.7716 4.4205 -2.0883
H 2.9828 3.2779 8.9162
C 4.1433 0.7137 6.8782
C 0.0293 -2.8328 -11.1245
C 2.0387 1.4067 9.0175
H -1.4658 -3.5001 -12.5130
H 0.0796 -1.8650 -11.6373
C 1.3878 -5.8725 -5.7713
O -3.8294 2.8400 -2.9447
H -4.8457 -1.7071 -5.2454
C -3.7738 -2.4501 -6.9882
H 0.5651 -0.4633 3.3372
C -1.4266 1.8956 2.1402
C 3.6403 2.1045 7.2418
N 1.1106 0.7568 9.2669
H 1.8774 -7.7210 -4.7430
H -1.3816 -4.9263 -9.8025
C 0.0729 4.0615 -0.1374
N -1.8321 -0.4097 -4.8944
H 4.9841 0.4211 7.5150
H -1.1526 2.5904 3.0526
C -1.3884 2.9612 -1.6489
C 2.3039 1.9526 13.1090
C -0.1939 0.9281 1.6457
O 3.3125 -0.4162 3.1764
H 0.2113 -4.3522 -4.8136
C -2.1304 2.7823 0.9557
C -1.5418 6.7056 2.1168
H 2.5002 -7.6139 -6.3981
C 0.7384 3.4467 14.4528
C 0.2567 -5.4474 -4.8353
H 0.7836 -7.9336 -6.1247
N 0.4083 -2.4533 -8.5502
B -2.6133 2.1404 -2.4112
C 0.5871 4.6065 1.3245
H -0.6932 -0.1183 1.3629
H -3.8883 -3.2828 -7.6926
C 0.7540 0.6486 2.9488
N -2.5784 0.6144 -2.6700
H 2.3069 -5.3582 -5.4657
H 4.4838 0.6972 5.8379
H -1.6408 -2.5360 -7.2240
H 2.8061 2.3706 6.5815
C 1.6477 -7.3731 -5.7550
C -1.4414 -4.8999 -10.8949
C -1.0489 -5.9687 -5.2630
H -5.8513 -2.5735 -6.4124
H -3.3127 0.2153 -2.0167
H 1.6694 5.0583 1.2316
H -3.9147 -1.5253 -7.5607
Cl 3.1951 1.2103 0.7270
H -2.5418 3.7721 1.4786
H -2.2310 -3.4194 -5.8212
H -3.1102 2.2307 0.5551
C 0.8874 2.1661 13.6419
C 2.6868 2.9661 12.1163
C -2.3637 -2.4987 -6.4005
O 3.1812 2.0378 3.5945
N -1.2015 3.2455 -0.1437
H -2.2729 1.1611 2.5519
S 2.5861 0.9002 2.6950
H -0.6488 -5.5372 -11.2994
C -0.5111 5.7757 1.7897
C 3.2166 2.2277 8.7052
C -4.8671 -2.5578 -5.9334
H 3.0199 1.9520 13.9386
H 0.1681 2.1775 12.8141
H -4.7598 -3.4770 -5.3489
N 2.9922 3.7671 11.3346
C 0.2393 -2.6196 -9.6858
H 4.0501 1.9512 9.3608
H 0.4739 -5.7755 -3.8125
H -2.5788 7.2870 2.0964
```

Calculated values
spin multiplicity = 1
relative energy (zero: lowest compared OMol25 entry of this formula, charge and spin) = 290.4 kcal per mole
charge = +1


No. 2
C20H20Cl6 | wB97M-V/def2-TZVPD

XYZ file:
```
46
Properties=species:S:1:pos:R:3
H 1.2042 2.4043 3.3084
C 0.2463 1.8854 3.3131
Cl 4.9298 -0.3907 3.6878
H 0.6419 -2.4189 -1.0153
C -2.1313 0.3468 2.9880
C -0.3774 1.7129 2.0399
C -2.6818 0.0042 -1.4504
H 0.8151 -0.2569 0.2005
Cl 6.3938 -2.3730 -0.8199
H 1.3123 1.8264 -1.1929
C -1.5572 0.6057 4.2179
H 2.8952 0.5436 3.2748
C 5.2582 -1.5355 -1.7525
H -6.4312 0.0473 -0.7003
H -2.8973 -2.1502 -1.6648
C 0.9971 -0.3238 -0.8745
H -2.5629 1.9935 -1.1592
C -3.4188 -1.1788 -1.6104
C 1.1022 -1.6588 -2.8345
C -4.5962 1.2344 -0.8959
H -1.8696 0.0564 5.0928
H 0.1110 1.2774 5.3611
C 1.6319 0.6662 -2.9448
C -3.2591 1.1940 -1.1976
H -5.4480 -1.9431 -1.6247
C -1.5261 0.9565 1.9059
C -5.3798 0.0981 -0.9525
C -4.8251 -1.0922 -1.4140
H 1.8665 1.5611 -3.4730
H 0.9656 -2.6308 -3.3640
H 0.1437 2.2202 1.1868
C 3.5522 -0.1136 2.7436
H -1.6419 -0.1796 -1.7063
H -3.1162 -0.1275 2.8479
Cl 4.3956 -2.5864 -2.9767
Cl 3.9213 0.8126 1.3164
H 4.5584 -1.1408 -1.0519
Cl 2.8164 -1.6548 2.2003
C 0.8553 -1.5384 -1.5093
C 1.2494 0.8033 -1.6277
H -1.9199 0.8422 0.9213
H -5.1348 2.1486 -0.6102
C 1.5429 -0.5500 -3.5841
C -0.3579 1.3059 4.4104
Cl 5.8734 -0.0681 -2.4159
H 1.8529 -0.6350 -4.5939
```

Calculated values
spin multiplicity = 1
energy = -96197.460 eV
SMILES = ClC(Cl)Cl.ClC(Cl)Cl.c1ccccc1.c1ccccc1.c1ccccc1


No. 3
C33H34IrN5O7Si2 | wB97M-V/def2-TZVPD

XYZ file:
```
82
Properties=species:S:1:pos:R:3
C 4.3597 0.3735 1.5764
H -4.5534 7.2240 1.6711
H -4.6199 4.8691 0.8676
C -2.5001 4.7315 0.6421
N -0.5938 -2.6086 -0.3290
H -5.8376 -2.3160 0.3123
C -2.5741 -1.2517 0.2915
C 2.4633 4.5458 0.4068
H 6.1513 0.6558 2.6975
H 4.8762 0.3787 0.6259
C -4.7678 -2.3591 0.1863
C 3.6822 5.0970 0.0482
H 4.5565 1.6062 -1.1116
H 4.9927 0.6679 4.8908
C 3.8121 -1.7049 -1.1447
C -1.2485 5.3548 0.7735
H 2.4274 3.5777 0.8930
C 3.0519 0.3751 4.0605
O -5.8811 -0.1871 1.2727
H -2.5283 3.7066 0.2916
H 4.2129 -1.8834 -2.1481
N -4.9661 -4.6773 -0.5670
H -3.2653 1.5073 0.9716
C -3.6358 6.7056 1.4161
C 4.4202 0.5364 3.9804
C -1.2288 6.6751 1.2551
H 4.6486 -1.6671 -0.4426
O -4.4146 -5.6707 -0.9974
H 2.9950 2.2302 -1.6503
N 2.1487 0.0896 0.5218
H -1.4468 -1.8948 4.3450
H -2.6436 1.3875 3.0615
O -1.9160 -0.1531 0.5275
C -2.7763 -3.5768 -0.4372
H 3.9778 1.2439 -2.7451
H 4.6937 6.7601 -0.8724
H 0.5590 0.3509 -2.1959
O -0.1532 -3.5600 -1.0309
H 0.8461 -1.4054 -2.1180
C -0.0248 4.5929 0.5040
H -2.4452 -1.6085 2.9158
H -1.7046 1.6400 4.5265
C 3.6682 1.3672 -1.7010
Si 2.7523 -0.1672 -1.1359
H -0.2816 7.1702 1.4198
C -1.9967 -2.4755 -0.1339
C -0.0511 3.2034 0.6236
H -5.9444 1.6396 1.2960
O 0.2612 -2.0602 0.5757
N 0.9900 -0.0033 2.8283
C -1.4177 -1.6267 3.2824
H 3.1733 -2.5535 -0.8771
C 2.5558 7.0015 -0.8708
H 2.5811 7.9530 -1.3902
C 0.0293 1.9789 0.6691
C -2.4067 7.3376 1.5660
C 2.3003 0.1973 2.8869
O -6.1663 -4.6037 -0.3754
C 3.7394 6.3312 -0.5892
H -1.1653 2.3770 2.9931
H -4.1703 1.3775 -0.5408
C -4.2423 1.3218 0.5520
H 2.5462 0.3681 5.0178
H 0.4215 6.9781 -0.7683
C -4.1461 -3.5059 -0.2628
C 1.2566 5.2186 0.1512
C -3.9928 -1.2415 0.4448
H 1.6975 -0.4114 -3.3170
O -5.1904 2.2076 1.0578
C 2.9578 0.2201 1.6134
C 1.3326 6.4565 -0.5083
C -1.6280 1.4998 3.4420
C 1.3169 -0.4326 -2.2881
C 5.0764 0.5308 2.7422
H -2.3613 8.3516 1.9471
Si -0.6030 0.0128 3.0705
H -2.2917 -4.4723 -0.7933
H -0.8368 -2.3798 2.7470
H 4.5942 4.5528 0.2686
N -4.6767 -0.0761 0.8731
Ir 0.1767 0.0089 0.7097
C -3.6759 5.3935 0.9588
```

Calculated values
spin multiplicity = 6
relative energy (zero: lowest compared OMol25 entry of this formula, charge and spin) = 0.0 kcal per mole
charge = -1


No. 4
C2H11N6 | wB97M-V/def2-TZVPD

XYZ file:
```
19
Properties=species:S:1:pos:R:3
H -2.2788 0.9198 -0.9861
N -0.4421 1.6432 -0.8894
H 0.5864 1.6692 -0.5124
N -1.0261 -0.4546 0.0204
H -2.1253 -2.3283 -0.2951
C -1.3038 0.6745 -0.6250
H 2.3694 0.3624 1.2532
H -0.0607 -0.5151 0.4588
H 3.6174 -0.9627 1.6694
N 3.1870 -1.7064 1.1158
C -2.1438 -1.4703 0.4111
H -1.6218 3.3846 -1.5002
H -0.3250 3.0349 -2.4464
N 2.0641 -1.3849 0.5669
H 3.5441 -2.7024 0.8787
N 1.7139 -0.1570 0.6227
N -0.6974 2.9455 -1.4321
H -1.9125 -1.9504 1.3570
H -3.1452 -1.0019 0.3327
```

Calculated values
spin multiplicity = 1
relative energy (zero: lowest compared OMol25 entry of this formula, charge and spin) = 18.9 kcal per mole
charge = +1